1.
Below is a molecular structure, C4H8NOS at a distorted geometry, with properties calculated with ωB97M-V/def2-TZVPD.

The geometry in XYZ format:
```
15
C4H8NOS, DFT ωB97M-V/def2-TZVPD
C 0.48262 1.12434 -1.26772
C 0.09742 0.06833 -2.01983
C -0.46670 -0.23549 0.67995
C 0.61035 -1.15914 1.11497
N -0.01671 1.12335 0.20510
O -1.54826 -0.02763 1.41753
S -1.01140 -1.07682 -1.38714
H 1.20338 1.83128 -1.48760
H 0.38170 -0.17611 -3.02218
H 1.33902 -0.60956 1.77306
H 1.06907 -1.45790 0.12573
H 0.36841 -2.07131 1.57901
H 0.55202 1.68703 0.83755
H -0.86588 1.65633 0.04790
H -2.19505 -0.67671 1.40366
```

The net charge is +1. For the HOMO energy, the calculation gives -13.2 eV. The energy relative to the best compared isomer or geometry (same formula, charge and spin) is 41.9 kcal/mol. Its molecular weight is 118.18 g/mol.

2.
Below is a molecular structure, C4H8NOS at a distorted geometry, with properties calculated with ωB97M-V/def2-TZVPD.

The geometry in XYZ format:
```
15
C4H8NOS, DFT ωB97M-V/def2-TZVPD
C -0.74005 1.31888 -2.33404
C 0.05130 0.33281 -1.73713
C -1.47954 -0.36871 1.11193
C 0.83081 0.20112 -0.54534
N 1.60907 -0.96335 -0.49480
O -0.04985 -0.65448 -2.70960
S -1.05811 0.27001 -3.75068
H -1.16267 2.36893 -2.23163
H -1.60389 -1.47354 0.99148
H -1.32288 0.17489 2.01291
H -1.87751 0.27421 0.23176
H 1.03799 1.05441 -0.05112
H 1.34519 -1.53504 -1.37304
H 1.59046 -1.43613 0.40365
H 2.60548 -0.90121 -0.71081
```

The net charge is +1. For the HOMO energy (alpha / beta), the calculation gives -12.1 / -12.2 eV. The energy relative to the best compared isomer or geometry (same formula, charge and spin) is 131.0 kcal/mol. Its molecular weight is 118.18 g/mol.

3.
Below is a gas-phase ion, C4H8NOS (charge +1) at a distorted geometry, with properties calculated with ωB97M-V/def2-TZVPD.

The geometry in XYZ format:
```
15
C4H8NOS, DFT ωB97M-V/def2-TZVPD
C -0.91667 0.88578 -0.89766
C -0.03051 0.66583 0.34853
O -0.48493 1.30256 1.46371
N 0.07436 -0.88290 0.66826
C 1.33594 -1.41200 0.15283
C 2.23791 -0.48178 -0.11949
S 1.75051 1.18592 -0.05451
H -0.88537 2.03102 -0.95242
H -2.03473 0.53110 -0.60417
H -0.56851 0.31427 -1.83172
H -0.93396 2.22468 1.41269
H -0.81278 -1.42720 0.27550
H 0.00728 -0.84492 1.78808
H 1.35341 -2.60070 0.20843
H 3.21202 -0.66054 -0.52170
```

The net charge is +1. For the HOMO energy, the calculation gives -13.3 eV. The energy relative to the best compared isomer or geometry (same formula, charge and spin) is 31.2 kcal/mol. The SMILES is C[C@@]1(O)[NH2+]C=CS1. Its molecular weight is 118.18 g/mol.

4.
Below is a single C4H8NPS molecule at a distorted geometry, with properties calculated with ωB97M-V/def2-TZVPD.

The geometry in XYZ format:
```
15
C4H8NPS, DFT ωB97M-V/def2-TZVPD
C -0.55303 -0.62833 0.12397
C -0.42523 0.76328 -0.31224
C 0.94065 1.28996 -0.69148
C -1.96406 -0.95708 0.50071
N 0.20745 -1.62986 0.18420
P 2.59849 -0.99294 -0.25003
S 2.25679 0.85922 0.60520
H -1.09360 0.95897 -1.23703
H -0.68303 1.47848 0.39277
H 1.26955 0.89715 -1.60344
H 0.94025 2.39902 -0.45811
H -1.73009 -1.86902 1.04316
H -2.42264 -0.95843 -0.49860
H -2.38182 -0.19132 1.15964
H 3.04033 -1.41910 1.04127
```

For the HOMO energy (alpha / beta), the calculation gives -8.1 / -7.6 eV. The energy relative to the best compared isomer or geometry (same formula, charge and spin) is 60.7 kcal/mol. Its molecular weight is 133.16 g/mol.

5.
Below is a gas-phase ion, C4H8NS (charge +1) at a distorted geometry, with properties calculated with ωB97M-V/def2-TZVPD.

The geometry in XYZ format:
```
14
C4H8NS, DFT ωB97M-V/def2-TZVPD
C -0.50107 0.53305 1.06813
N -0.36807 -0.26378 0.07987
C -1.26159 -1.27248 -0.45426
C 0.99924 -0.31413 -0.55631
C 1.88197 1.00515 -0.57652
S 2.38579 -0.30383 0.55260
H -1.50290 0.75676 1.57698
H 0.49179 0.82198 1.48772
H -1.56609 -1.06628 -1.48584
H -2.27650 -1.40802 0.02329
H -0.65150 -2.28900 -0.56895
H 0.77770 -0.94917 -1.38218
H 2.53480 1.08681 -1.48526
H 1.60988 1.86487 -0.08015
```

The net charge is +1. For the HOMO energy, the calculation gives -13.9 eV. The energy relative to the best compared isomer or geometry (same formula, charge and spin) is 37.3 kcal/mol. The SMILES is C=[N+](C)[C@H]1CS1. Its molecular weight is 102.18 g/mol.

6.
Below is a molecular structure, C4H8NaO at a distorted geometry, with properties calculated with ωB97M-V/def2-TZVPD.

The geometry in XYZ format:
```
14
C4H8NaO, DFT ωB97M-V/def2-TZVPD
C 1.32010 0.74159 -0.23048
C 1.87679 -0.44286 -0.47282
H 1.92803 1.63178 -0.05718
H -0.57544 -0.34126 -1.32374
H 2.96084 -0.48358 -0.56723
H 1.31043 -1.33749 -0.72781
O -0.02981 1.04127 0.05358
Na -0.73695 3.25660 0.78088
C -1.00474 0.07987 -0.36474
C -1.23821 -0.98757 0.68033
H -1.92069 0.65261 -0.56137
H -0.55452 -0.87765 1.53110
H -2.27752 -0.96280 1.03519
H -1.05829 -1.97051 0.22429
```

The net charge is +1. For the HOMO energy, the calculation gives -13.0 eV. Its molecular weight is 95.10 g/mol.

7.
Below is a single C4H8O molecule, with properties calculated with ωB97M-V/def2-TZVPD.

The geometry in XYZ format:
```
13
C4H8O, DFT ωB97M-V/def2-TZVPD
C 0.01437 -0.23879 1.52092
C 0.81791 0.35115 0.39057
O 0.48863 -0.06270 -0.99286
C 0.35357 1.51830 -0.39666
C -0.81284 -0.57822 -1.32808
H 0.30381 0.28877 2.43782
H 0.23340 -1.30306 1.67489
H -1.05893 -0.09015 1.37983
H 1.88788 0.14667 0.51650
H 1.24679 1.94966 -0.88121
H -1.08359 -1.44051 -0.70589
H -1.51742 0.24519 -1.21388
H -0.72185 -0.87776 -2.37644
```

For the HOMO energy, the calculation gives -8.0 eV. The energy relative to the best compared isomer or geometry (same formula, charge and spin) is 104.7 kcal/mol. Its molecular weight is 72.11 g/mol.

8.
Below is a single C4H8O molecule at a distorted geometry, with properties calculated with ωB97M-V/def2-TZVPD.

The geometry in XYZ format:
```
13
C4H8O, DFT ωB97M-V/def2-TZVPD
C 1.96509 -0.13425 0.11918
C 0.62185 0.18494 -0.50655
O -0.00014 1.30827 -0.00997
C -0.62706 0.11994 0.33132
C -2.14791 -0.11054 -0.10596
H 1.93070 0.20666 1.22502
H 2.86819 0.43361 -0.22672
H 2.20049 -1.20013 0.04040
H 0.59581 0.04768 -1.62448
H -0.40740 -0.17300 1.32006
H -2.34265 0.57700 -0.88658
H -2.84880 -0.07407 0.76839
H -1.80818 -1.18610 -0.44411
```

For the HOMO energy, the calculation gives -9.8 eV. The energy relative to the best compared isomer or geometry (same formula, charge and spin) is 48.7 kcal/mol. The SMILES is C[C@@H]1O[C@H]1C. Its molecular weight is 72.11 g/mol.